Entry 1:
Molecular formula: C17H18BIrN6
Method: DFT, ωB97M-V/def2-TZVPD

```
43
Properties=species:S:1:pos:R:3:forces:R:3
Ir -13.65347 4.61833 9.00555 -0.444 0.086 -0.274
C -16.82306 5.67751 8.54450 -0.767 -1.034 0.651
N -16.05020 4.50842 8.11876 0.400 0.826 -0.428
C -16.07731 4.13762 6.70431 -0.600 -1.219 0.557
C -14.81877 3.40290 6.39826 0.360 -0.312 -0.200
N -13.80449 3.36731 7.26225 -0.515 0.412 0.095
C -12.78127 2.65669 6.65119 0.201 -0.407 -0.757
C -11.50757 2.35688 7.10483 0.180 0.240 -0.113
C -10.66332 1.69694 6.22896 0.292 0.127 0.209
C -11.08961 1.32105 4.95651 -0.256 -0.250 -0.629
C -12.38265 1.57903 4.50582 0.191 -0.325 -0.621
C -13.21683 2.26444 5.36795 0.353 0.171 0.851
N -14.52100 2.74686 5.25953 -0.328 0.164 0.171
C -16.18820 6.22564 9.77452 0.033 0.285 0.378
N -14.98937 5.81695 10.18359 -0.193 -0.232 -0.589
C -14.67492 6.55964 11.31201 -0.217 0.608 0.517
C -13.53461 6.54413 12.10007 0.165 0.242 -0.081
C -13.46642 7.47315 13.12536 0.377 -0.063 -0.105
C -14.51077 8.36474 13.36921 -0.457 0.224 0.160
C -15.67656 8.35574 12.60858 -0.343 0.706 0.515
C -15.73788 7.45048 11.56856 0.766 -0.608 -0.096
N -16.67972 7.19152 10.57462 -0.359 -0.151 -0.331
H -17.89940 5.44693 8.72649 0.651 0.092 -0.087
H -16.78853 6.40345 7.78223 0.041 1.022 -1.025
H -16.33510 3.73480 8.65416 -0.395 -1.263 0.874
H -16.11176 5.01021 6.12128 -0.066 1.317 -0.877
H -16.96329 3.52485 6.42728 0.439 0.294 0.200
H -11.17561 2.71648 8.06996 0.064 -0.233 0.017
H -9.62984 1.49894 6.50678 -0.281 -0.011 0.053
H -10.39029 0.81602 4.28230 -0.312 0.180 0.319
H -12.70732 1.26119 3.50581 0.175 0.193 0.510
H -15.12947 2.60903 4.44880 0.242 0.172 0.542
H -12.70632 5.88773 11.85663 -0.101 0.002 0.222
H -12.56427 7.55596 13.72713 -0.207 -0.154 -0.075
H -14.40843 9.08487 14.18437 -0.098 -0.253 -0.306
H -16.49694 9.05540 12.83065 0.476 -0.403 -0.172
H -17.58900 7.66158 10.48682 0.659 -0.425 -0.048
B -9.18068 5.19686 10.29976 -0.371 -1.961 -0.643
C -10.62337 5.02172 9.88694 -1.029 -0.196 -0.196
N -11.74207 4.82033 9.58917 0.844 0.179 0.230
H -8.50171 4.34267 9.75412 -0.158 0.542 -0.080
H -9.13899 5.35284 11.49600 0.048 0.727 0.422
H -8.67760 6.27475 10.02397 0.537 0.688 0.238
```
Positions in Å, forces in eV/Å.

Output
<S²>: 6.0374
Lowest unoccupied orbital energy (spin up / spin down): -5.5 / -10.6 eV
2S+1: 5
Total charge: +2

These are the natural (NBO) partial charges, in e, on atoms 1 to 2: number 1, Ir, carries 1.315; number 2, C, carries -0.275

Entry 2:
Molecular formula: C3H35NO14
Method: DFT, ωB97M-V/def2-TZVPD

```
53
Properties=species:S:1:pos:R:3:forces:R:3
N 0.66171 -0.08849 0.48616 0.027 -0.092 0.100
C 1.97169 0.48828 0.82108 -0.748 0.495 0.039
C 2.57670 1.65339 2.93816 0.170 0.234 -0.350
C 2.12591 0.57971 2.30422 0.260 0.174 -0.219
H 0.49121 -0.02881 -0.51404 0.103 -0.113 0.002
H -0.06596 0.45936 0.92692 -0.125 0.095 0.084
H 2.12152 1.46543 0.35366 0.064 0.138 0.109
H 2.71491 -0.16177 0.41805 0.702 -0.601 -0.316
H 2.70299 1.66472 3.99968 0.057 -0.028 0.508
H 2.85649 2.56435 2.40785 -0.062 -0.213 0.002
H 1.85478 -0.30660 2.86097 -0.046 -0.166 0.128
H 2.44003 -1.91954 -2.16951 0.331 -0.005 0.150
H 3.92265 -2.33308 -2.32082 -0.077 0.101 0.202
O 3.30712 -1.98005 -1.66405 -0.322 -0.054 -0.449
H -1.30059 0.10767 -2.04079 0.601 0.273 -0.470
H -0.58183 1.03108 -3.13235 -0.117 -0.306 0.291
O -0.41734 0.38925 -2.39870 -0.608 0.077 0.022
H 0.41550 -2.55388 -2.56430 0.138 0.111 -0.190
H 0.55348 -1.06707 -2.94307 0.119 -0.267 -0.072
O 1.00373 -1.93122 -3.05158 -0.148 0.149 0.249
H 0.31349 2.10945 -1.59074 -0.082 -0.359 0.075
H -0.29773 3.28908 -0.79854 0.369 -0.247 -0.473
O 0.30784 3.07023 -1.54672 -0.277 0.624 0.474
H -3.58843 -0.81352 -1.67202 -0.130 -0.124 -0.063
H -2.60575 -1.06386 -0.46047 -0.063 -0.151 -0.243
O -2.83441 -0.44581 -1.20855 0.309 0.064 0.258
H -3.29415 0.96032 -0.12671 -0.171 0.057 -0.240
H -3.25519 1.09607 1.37361 -0.042 -0.141 0.519
O -3.47939 1.60160 0.58299 0.131 0.208 -0.397
H -2.28664 -1.34717 1.54272 -0.026 -0.222 -0.208
H -1.37462 -2.47427 1.02938 -0.703 0.182 -0.307
O -2.25700 -2.05096 0.85874 0.729 0.040 0.496
H -0.06650 2.81420 -4.68317 -0.324 -0.132 0.089
H -0.48683 3.07464 -3.24529 0.066 0.173 0.410
O -0.77380 2.61644 -4.05057 0.295 -0.053 -0.507
H 3.05672 -3.10004 -0.37446 0.243 -0.014 0.023
H 3.63856 -3.45367 1.02973 -0.252 -0.079 -0.253
O 2.95115 -3.70551 0.39647 0.076 0.041 0.216
H -0.78917 2.67446 2.11589 0.409 -0.195 0.339
H 0.46880 2.04791 2.89852 -0.539 0.043 -0.178
O -0.50632 2.10478 2.87422 -0.143 0.107 -0.190
H -0.20543 -3.37315 -0.57348 -0.310 0.016 -0.468
H -1.49153 -3.10398 -1.37462 -0.101 -0.013 0.017
O -0.61331 -3.48225 -1.46927 0.271 -0.050 0.446
H -2.26326 2.72505 0.53230 -0.077 0.397 0.030
H -1.84721 4.25180 0.77268 -0.199 -0.099 -0.043
O -1.49889 3.36773 0.62294 0.149 -0.147 0.050
H 0.64725 -1.92937 1.03392 -0.268 -0.185 -0.242
H 1.27160 -3.33927 0.85041 -0.170 0.066 0.362
O 0.41945 -2.89188 1.07821 0.433 0.170 -0.099
H -1.59822 0.77522 2.81903 -0.220 -0.238 -0.105
H -2.68410 -0.16969 3.44472 -0.016 0.073 -0.017
O -2.33168 0.13267 2.60054 0.314 0.183 0.411
```
Positions in Å, forces in eV/Å.

Output
Lowest unoccupied orbital energy: 0.3 eV
2S+1: 1

These are the natural (NBO) partial charges, in e, on atoms 1 to 2: number 1, N, carries -0.867; number 2, C, carries -0.276

Entry 3:
Molecular formula: C22H45NO8
Method: DFT, ωB97M-V/def2-TZVPD

```
76
Properties=species:S:1:pos:R:3:forces:R:3
C -4.49201 -1.51903 -3.28022 0.067 0.324 -0.381
C -4.21641 -0.88946 -1.92431 0.020 -0.198 -0.201
O -3.10477 -1.58083 -1.31827 -0.185 -0.140 0.756
C -2.84890 -1.35244 -0.00873 0.409 -0.857 0.035
O -2.19974 -2.14729 0.64388 -0.464 0.958 -0.590
O -3.37278 -0.20908 0.43790 0.161 -0.251 -0.358
C -2.57903 0.45298 1.45073 -0.058 0.260 0.390
C -1.27489 0.96686 0.86796 -0.221 -0.005 0.356
C -0.81666 2.25417 1.54529 0.110 0.191 -0.556
C -1.57566 3.48102 1.01392 0.063 -0.462 0.173
N -0.95667 4.07844 -0.16062 -0.247 0.476 0.100
H -3.90562 -2.41268 -3.46683 0.086 -0.128 0.212
H -4.24163 -0.81219 -4.06697 0.063 -0.029 -0.164
H -5.54021 -1.76806 -3.41126 -0.128 -0.079 0.106
H -3.96738 0.15920 -2.04496 0.015 0.157 0.187
H -5.08553 -0.98232 -1.28104 -0.019 0.075 0.202
H -2.41984 -0.20408 2.29941 0.074 -0.189 -0.023
H -3.20515 1.27078 1.79577 -0.140 0.092 -0.130
H -0.51784 0.19311 0.96448 0.105 -0.081 -0.201
H -1.45109 1.18582 -0.18587 0.153 -0.074 -0.193
H -0.85554 2.18594 2.62518 -0.139 -0.071 0.182
H 0.22840 2.39404 1.27541 0.157 0.050 0.185
H -1.67986 4.21199 1.81186 0.056 0.177 0.017
H -2.57938 3.15818 0.73151 -0.209 0.158 0.059
H -1.40748 3.80556 -1.01608 0.101 -0.168 -0.148
H 0.03092 3.88655 -0.20986 0.038 -0.140 -0.109
C 2.22468 -4.34509 1.15273 0.141 0.137 0.013
C 1.60571 -3.35395 0.19182 -0.033 -0.016 -0.022
O 2.14484 -2.30047 -0.05588 0.022 0.022 0.023
C 0.29357 -3.75427 -0.42855 0.148 0.093 -0.138
H 3.16199 -3.94688 1.53558 0.001 0.009 -0.004
H 1.54553 -4.53478 1.98551 -0.034 -0.136 -0.068
H 2.41936 -5.28838 0.64044 -0.085 -0.055 0.045
H -0.45429 -3.90159 0.34916 -0.056 -0.073 -0.027
H 0.42192 -4.68562 -0.98555 -0.043 -0.065 0.093
H -0.05479 -2.97520 -1.10104 -0.019 0.037 0.033
C 1.65815 -0.61532 4.93916 -0.061 0.188 -0.018
C 0.45711 -0.81308 4.04639 -0.004 -0.054 -0.076
O -0.22401 0.11791 3.68578 0.038 -0.021 0.151
C 0.15083 -2.22551 3.61427 -0.175 0.094 -0.105
H 1.76774 0.44123 5.17264 -0.011 0.005 -0.004
H 1.53124 -1.17656 5.86615 0.071 -0.086 -0.031
H 2.55919 -0.96795 4.43460 0.001 -0.097 0.052
H -0.03846 -2.85195 4.48784 0.113 -0.051 0.003
H 1.00248 -2.63148 3.06593 0.040 -0.026 0.108
H -0.72559 -2.23209 2.96790 0.008 0.017 -0.031
C 2.77653 5.73613 3.49105 -0.168 0.081 -0.029
C 1.90821 4.53667 3.18992 0.058 -0.084 -0.022
O 0.73185 4.65020 2.94973 -0.058 0.104 0.040
C 2.58253 3.18408 3.20124 -0.180 -0.065 -0.026
H 2.17355 6.63989 3.44975 -0.011 -0.003 -0.005
H 3.21462 5.64111 4.48593 0.102 -0.033 -0.040
H 3.58211 5.80817 2.75847 0.078 -0.044 0.069
H 3.01558 2.99157 4.18494 0.111 0.034 -0.034
H 3.37861 3.15668 2.45507 0.075 0.013 0.068
H 1.85100 2.41185 2.97217 -0.003 0.007 0.006
C 2.41594 3.28106 -2.96662 -0.177 -0.012 0.073
C 2.69258 2.81157 -1.55973 0.034 -0.023 -0.044
O 1.79796 2.61277 -0.77209 0.055 0.027 0.064
C 4.13817 2.59926 -1.18197 -0.088 -0.038 0.165
H 1.34382 3.39339 -3.10843 -0.004 0.000 0.009
H 2.90386 4.24083 -3.14320 0.086 -0.045 -0.059
H 2.79919 2.55461 -3.68471 0.093 0.059 -0.023
H 4.69334 3.53267 -1.28900 0.045 -0.029 -0.104
H 4.58746 1.84683 -1.83143 0.053 0.070 -0.060
H 4.19802 2.26052 -0.15038 -0.012 -0.015 -0.003
C -0.58470 -3.34553 -4.85089 -0.062 0.157 -0.064
C -1.73117 -3.74086 -5.75045 0.024 0.017 0.028
O -2.33305 -2.92229 -6.40345 -0.042 0.029 -0.020
C -2.09288 -5.20633 -5.79441 -0.132 0.069 -0.116
H -0.43135 -2.27092 -4.91059 -0.006 0.006 0.000
H -0.80755 -3.61678 -3.81734 0.065 -0.089 0.000
H 0.32850 -3.85593 -5.16124 -0.006 -0.084 0.091
H -2.37364 -5.55267 -4.79844 0.110 -0.051 0.022
H -1.24158 -5.79211 -6.14451 0.031 -0.038 0.114
H -2.92997 -5.35262 -6.47257 -0.003 0.010 -0.006
```
Positions in Å, forces in eV/Å.

Output
Structure (SMILES): CCOC(=O)OCCCCN.CC(C)=O.CC(C)=O.CC(C)=O.CC(C)=O.CC(C)=O
Lowest unoccupied orbital energy: 0.6 eV
2S+1: 1

These are the Mulliken partial charges, in e, on atoms 1 to 2: number 1, C, carries -1.068; number 2, C, carries -0.194